C49H102N11O15PSi | ωB97M-V/def2-TZVPD

The calculation puts the HOMO-LUMO gap at 7.119 eV. The SMILES is C=CCN[C@](CN)(ON=O)[C@H](CCO)O[C@H](CCCCCCCC[Si](C)(C)c1ccccc1)P(=O)(O)O.CN(C)C=O.CN(C)C=O.CN(C)C=O.CN(C)C=O.CN(C)C=O.CN(C)C=O.CN(C)C=O.CN(C)C=O. The value obtained for the LUMO energy is -0.1 eV. The HOMO energy comes out at -7.18 eV. Its net charge is 0.

Each line ends with the Mulliken charge.
Cartesian coordinates (Å):
1 P 1.404 -4.847 2.699  0.82
2 Si -3.846 1.555 -1.890  -0.14
3 O -6.086 1.223 2.063  -0.59
4 O 2.135 -0.980 -2.009  0.23
5 O -2.975 -3.277 7.528  -0.58
6 O 2.258 0.493 2.422  -0.59
7 O 8.044 1.148 -2.657  -0.60
8 O -3.567 7.213 -3.049  -0.64
9 O -7.968 1.623 -3.434  -0.70
10 O 3.336 3.963 0.904  -0.64
11 O 1.633 -4.027 -0.042  -0.28
12 O 2.481 0.161 -3.688  -0.26
13 O 1.051 -6.328 3.222  -0.76
14 O 0.496 -3.767 3.765  -0.47
15 O 3.129 -4.640 2.793  -0.58
16 O 6.333 0.741 6.702  -0.58
17 O 5.790 -9.682 0.252  -0.59
18 N 5.843 -0.165 4.629  0.17
19 N 4.058 -2.130 -0.887  -0.12
20 N 2.639 6.007 0.072  0.15
21 N 1.359 -3.938 -3.091  -0.42
22 N 9.654 1.252 -0.997  0.13
23 N -0.760 -2.800 8.003  0.20
24 N -4.057 6.307 -5.122  0.13
25 N -9.472 3.188 -2.631  0.16
26 N 4.312 -8.618 1.681  0.13
27 N 2.103 -0.947 -3.348  -0.11
28 N -6.378 3.371 2.875  0.15
29 C 1.532 6.859 -0.312  -0.96
30 C -6.748 2.248 2.166  0.13
31 C -1.528 -3.732 -0.467  1.41
32 C -10.347 3.605 -1.555  -0.98
33 C -4.976 0.573 -3.099  0.31
34 C -4.700 3.300 -1.597  -0.58
35 C 5.561 -9.018 1.255  0.11
36 C -1.792 1.166 -4.229  -0.17
37 C -2.197 1.932 -2.817  1.07
38 C 5.213 1.263 -2.106  -0.84
39 C 0.282 3.467 -3.012  -0.42
40 C -8.725 2.032 -2.562  0.11
41 C -3.638 0.775 -0.143  -0.35
42 C 5.541 -0.010 -1.409  0.05
43 C 2.364 -0.188 1.089  0.09
44 C 5.013 -1.520 -1.888  -0.35
45 C -9.380 4.014 -3.817  -0.90
46 C -5.106 3.376 3.569  -0.89
47 C 0.641 2.697 -4.426  -0.47
48 C 6.577 -0.038 5.789  0.06
49 C 10.593 0.538 -0.156  -0.94
50 C 0.696 -4.599 0.899  0.13
51 C -0.323 -3.056 6.646  -1.02
52 C -5.301 -0.972 -2.657  -0.99
53 C 2.633 -2.251 -1.470  -0.14
54 C -3.702 5.359 -6.158  -0.90
55 C -7.219 4.548 2.949  -0.93
56 C 4.680 0.676 4.439  -0.82
57 C 4.123 -7.832 2.883  -0.59
58 C -3.994 -1.869 -2.245  0.59
59 C -4.130 -3.480 -2.629  -0.54
60 C -5.220 7.148 -5.312  -1.00
61 C -4.079 -4.429 -1.277  -0.69
62 C 1.676 -2.580 -0.132  -0.16
63 C 8.856 0.606 -1.917  0.07
64 C 2.282 -1.819 1.228  -0.03
65 C 3.151 -8.996 0.903  -0.95
66 C -3.323 6.434 -3.962  0.23
67 C -2.096 -2.944 8.313  0.05
68 C 9.551 2.690 -0.865  -0.94
69 C 2.447 4.733 0.562  0.17
70 C -1.137 3.059 -2.231  -0.31
71 C -0.793 -3.933 0.992  -1.13
72 C 0.221 -2.401 8.990  -0.90
73 C 2.697 -3.495 -2.536  -0.37
74 C 3.989 6.512 -0.062  -0.97
75 C -0.382 1.539 -5.009  -0.62
76 C 6.198 -1.113 3.593  -0.70
77 C -2.531 -4.947 -0.912  -0.73
78 H -7.465 4.742 3.997  0.35
79 H -4.951 4.328 4.083  0.39
80 H 3.639 -6.888 2.616  0.05
81 H -4.910 8.197 -5.279  0.31
82 H 10.332 0.712 0.892  0.34
83 H 1.028 4.283 -2.617  0.22
84 H -4.692 -5.399 -1.533  0.33
85 H 4.203 0.464 3.479  0.24
86 H 3.198 -4.476 -2.075  0.27
87 H -1.545 -4.586 1.650  0.55
88 H 6.263 -0.015 -0.470  0.20
89 H -6.027 1.136 -3.134  -0.32
90 H 1.559 7.769 0.294  0.38
91 H -10.026 4.892 -3.727  0.39
92 H -5.315 3.542 -2.565  0.08
93 H -0.244 -2.241 9.967  0.32
94 H -3.427 1.602 0.668  0.16
95 H -4.617 0.182 0.151  0.21
96 H -8.342 4.332 -3.950  0.22
97 H 3.270 -2.311 1.624  -0.12
98 H 7.092 -1.680 3.866  0.35
99 H -2.461 5.748 -3.919  0.24
100 H 5.364 -1.806 3.447  0.10
101 H -3.803 4.057 -1.467  0.21
102 H 3.485 -8.390 3.574  0.30
103 H 9.787 3.153 -1.828  0.30
104 H -1.337 3.660 -1.224  0.21
105 H -10.319 2.893 -0.726  0.30
106 H -5.697 6.936 -6.272  0.39
107 H 0.510 -5.724 0.537  0.42
108 H -0.123 0.986 -6.023  0.29
109 H -8.868 1.479 -1.620  0.34
110 H -0.475 -4.085 3.801  0.38
111 H 0.755 -2.902 6.553  0.40
112 H 4.178 1.818 -2.075  0.26
113 H -4.456 -3.853 -0.326  0.26
114 H 5.995 -2.197 -1.859  0.28
115 H -9.681 3.422 -4.687  0.30
116 H -4.304 3.214 2.842  0.22
117 H 10.567 -0.536 -0.359  0.30
118 H -3.512 5.904 -7.087  0.37
119 H -11.370 3.672 -1.936  0.36
120 H 4.472 6.503 0.920  0.28
121 H -0.573 -4.087 6.381  0.31
122 H 3.467 0.070 0.715  0.12
123 H 7.439 -0.724 5.832  0.29
124 H -0.718 -2.885 1.504  0.28
125 H 6.388 -0.568 2.664  0.31
126 H 9.013 -0.484 -1.936  0.32
127 H -5.094 2.558 4.295  0.30
128 H 1.460 -2.032 2.068  0.21
129 H 4.549 5.856 -0.736  0.30
130 H -2.750 -0.023 -0.129  -0.13
131 H 8.524 2.950 -0.591  0.28
132 H 0.574 6.355 -0.160  0.28
133 H -5.796 -1.492 -3.609  0.38
134 H 4.990 1.725 4.472  0.34
135 H 0.695 -1.471 8.662  0.31
136 H -7.731 2.350 1.678  0.28
137 H 6.105 1.795 -2.692  0.23
138 H -5.229 -3.604 -3.076  0.39
139 H 3.983 7.530 -0.460  0.39
140 H -2.320 -2.726 9.370  0.28
141 H -0.853 -2.379 5.968  0.32
142 H 0.976 -3.187 9.077  0.31
143 H 4.650 -1.539 -3.001  0.24
144 H 1.533 0.191 0.339  0.10
145 H 1.306 -4.988 -2.930  0.24
146 H -6.671 5.401 2.537  0.35
147 H 1.637 7.119 -1.370  0.35
148 H -3.351 -3.810 -3.464  0.23
149 H 1.276 -3.784 -4.123  0.25
150 H 3.971 0.492 5.252  0.29
151 H -4.536 4.666 -6.304  0.32
152 H -2.537 -5.874 -0.188  0.36
153 H -2.468 0.340 -4.718  0.17
154 H -2.808 4.792 -5.885  0.25
155 H -3.939 -1.845 -1.053  -0.16
156 H -8.143 4.408 2.383  0.26
157 H 11.600 0.916 -0.351  0.35
158 H -0.644 -3.676 -1.268  -0.30
159 H 1.384 4.448 0.624  0.28
160 H 2.304 1.490 2.205  0.32
161 H 6.373 -8.678 1.918  0.27
162 H 3.254 -8.593 -0.109  0.28
163 H 10.241 3.058 -0.101  0.38
164 H 4.416 -3.069 -0.591  0.35
165 H 3.101 -10.087 0.845  0.32
166 H 0.672 -2.029 -0.365  -0.09
167 H -5.358 3.289 -0.608  0.04
168 H 1.610 2.919 -5.060  0.32
169 H -2.009 -2.663 -0.455  -0.71
170 H -5.929 6.964 -4.499  0.29
171 H 5.079 -7.619 3.370  0.30
172 H -4.571 0.618 -4.215  0.33
173 H 3.378 -3.246 -3.485  0.29
174 H -2.111 -5.360 -1.951  0.25
175 H -6.125 -0.966 -1.825  0.13
176 H -10.024 4.586 -1.196  0.35
177 H 3.253 -3.878 3.463  0.29
178 H 2.237 -8.609 1.362  0.35
179 H -2.989 -1.476 -2.742  -0.04